w:
DFT (ωB97M-V with the def2-TZVPD basis set) results for a molecular structure, C9H11O3.

Output
* frontier orbital gap: 7.7 eV
* LUMO level: 0.1230 Ha
* total charge: -1

XYZ file:
```
23
C9H11O3, DFT ωB97M-V with the def2-TZVPD basis set
C 0.6710 2.6775 -2.8332
C 0.8993 -0.1670 0.3574
C 0.5575 -0.6062 -0.9592
C 1.3630 1.1203 0.6019
C 0.7090 0.2632 -2.0263
C 1.3567 2.0117 -0.4707
C 0.9366 1.6375 -1.7465
O 0.8249 -1.0709 1.3425
H -0.1096 -0.8006 1.9487
H 0.3456 -1.6673 -0.9296
H 1.5344 1.4052 1.6286
H 0.5318 0.0190 -3.0659
H 1.5634 3.0697 -0.3189
H 0.1794 3.5544 -2.4117
H 0.0058 2.2340 -3.5731
H 1.6285 2.9863 -3.2418
C -1.7475 -2.9126 1.8768
C -1.9635 -1.6899 2.7785
O -1.1233 -0.7257 2.6556
O -2.9238 -1.6313 3.5392
H -2.3879 -2.7834 0.9995
H -2.0677 -3.8031 2.4191
H -0.7837 -3.1208 1.4292
```

x:
DFT (ωB97M-V with the def2-TZVPD basis set) results for 2 unconnected molecules or ions with the total composition C9H11O3.

Output
* frontier orbital gap: 7.3 eV
* LUMO level: 0.1275 Ha
* total charge: -1

XYZ file:
```
23
C9H11O3, DFT ωB97M-V with the def2-TZVPD basis set
C -1.8474 3.1071 -0.5648
C -0.7698 3.8036 0.3183
O 0.3888 3.1343 0.5078
O -1.0885 4.8499 0.8239
H -2.1482 2.1363 -0.1746
H -1.4553 3.0217 -1.5758
H -2.6846 3.8083 -0.6781
C 1.5910 -3.5215 -0.9720
C -0.1312 -0.0026 0.9575
C -0.1406 -0.1652 -0.4648
C 0.2176 -1.1642 1.6779
C 0.3887 -1.2801 -1.0602
C 0.7894 -2.3005 1.0924
C 0.8873 -2.3589 -0.2854
O -0.5326 1.0738 1.5877
H 0.1337 2.2546 1.1573
H -0.5415 0.5610 -1.1083
H 0.0302 -1.0822 2.7562
H 0.3218 -1.4758 -2.1130
H 1.1633 -3.1293 1.6869
H 0.8918 -4.3563 -1.1210
H 2.5995 -3.7191 -0.4828
H 1.9366 -3.1953 -1.9650
```

Ranking the structures above by stability puts w first and x last.